Record 1
Density functional theory data (ωB97M-V/def2-TZVPD) for C5H10O3Pm as an isolated structure.

Cartesian coordinates (Å):
C -2.84238 -1.18260 0.13662
O -1.68647 -0.49720 -0.29189
C -1.55092 0.88318 0.15178
C -0.33024 1.48287 -0.51246
H -2.79337 -2.18832 -0.29544
H -2.86656 -1.25205 1.23514
H -3.73803 -0.65259 -0.22180
H -1.56313 0.90118 1.25316
H -2.48246 1.37886 -0.17012
H -0.80152 2.35050 -1.00157
H 0.56653 2.12145 -0.46080
O 1.70947 -1.72915 0.43715
C 2.65454 -0.96933 0.78286
C 3.00647 0.15986 -0.08672
O 2.55907 -0.09280 -1.36113
Pm 0.42164 -0.88114 -1.40624
H 3.36881 -1.30517 1.55400
H 4.11194 0.27022 -0.06103
H 2.25661 1.20221 0.31847

Force components x, y, z for each atom (eV/Å):
C -0.6117 -0.2345 0.3797
O 1.2773 -0.3196 -0.3694
C 0.1743 0.9316 1.7034
C -0.8423 -0.0910 -2.9949
H -0.1904 0.2150 0.1467
H -0.0200 0.0103 -0.3361
H 0.2162 -0.2294 0.1066
H 0.0208 -0.3658 -0.1169
H 0.4653 -0.0709 -0.0047
H -0.2213 -0.6157 -1.2563
H 0.3496 -1.0740 2.3416
O 0.7329 1.2392 0.9114
C -0.6269 -1.9794 -0.7983
C -1.6819 2.6243 -0.0742
O -2.0585 -0.7143 -0.3231
Pm 1.5223 2.3906 0.3942
H -0.6518 0.2487 0.3232
H -0.6181 0.6818 0.2754
H 2.7642 -2.6466 -0.3084

For the energy above the lowest of the compared OMol25 structures with the same formula, charge and spin, the calculation gives 71.13 kJ/mol. The charge is +1. The value obtained for the frontier orbital gap (spin up / spin down) is 6.764 / 7.345 eV. As for the spin multiplicity: 5. The LUMO energy (spin up / spin down) is -4.896 / -4.394 eV. The highest occupied orbital energy (spin up / spin down) comes out at -11.660 / -11.739 eV.

***

Record 2
Density functional theory data (ωB97M-V/def2-TZVPD) for C89H93F3N5P2Pd as an isolated structure.

Cartesian coordinates (Å):
C -1.35554 0.42407 -5.89928
C 0.09573 0.81552 -5.61696
C 0.57989 1.94439 -6.52411
C 1.06702 -0.38209 -5.64898
C 1.03389 -1.27195 -6.72476
C 2.02410 -2.25065 -6.87931
C 3.04348 -2.36999 -5.93570
C 3.03485 -1.55175 -4.80200
C 4.15309 -1.67928 -3.76014
C 5.49035 -1.17543 -4.29504
C 4.21993 -3.09857 -3.22171
C 2.02401 -0.59539 -4.63585
N 2.05424 0.24145 -3.47024
N 2.35234 1.54286 -3.64769
N 2.28110 2.08631 -2.41534
C 2.84691 3.38159 -2.15040
C 2.22241 4.51435 -2.71730
C 1.11844 4.40260 -3.79005
C 1.40423 5.33172 -4.97023
C -0.26684 4.65015 -3.20394
C 2.56398 5.76289 -2.18704
C 3.61737 5.88364 -1.27935
C 4.34290 4.76114 -0.88328
C 3.93914 3.48204 -1.26383
C 4.73104 2.25767 -0.76118
C 4.89638 2.26593 0.75600
C 6.08311 2.19460 -1.46007
C 1.82762 1.15821 -1.47797
C 1.32785 1.59134 -0.19597
C 1.16490 0.73735 0.93296
C 0.57178 1.21290 2.09877
C -0.00718 2.47365 2.13862
C -0.74268 2.82607 3.39947
F -1.27561 4.07196 3.38925
F -1.77256 1.93487 3.64222
F 0.08904 2.74770 4.49970
C 0.09715 3.34115 1.04943
C 0.81944 2.91518 -0.06006
C 1.73386 -0.06318 -2.12488
C 1.30323 -1.29311 -1.61390
H -1.68418 -0.33973 -5.18694
H -2.00782 1.29721 -5.77916
H -1.48657 0.02837 -6.91342
H 0.12992 1.20537 -4.59227
H 1.59102 2.24484 -6.22244
H 0.60782 1.62101 -7.57461
H -0.06956 2.82648 -6.43814
H 0.21756 -1.19970 -7.45230
H 2.00711 -2.91672 -7.73968
H 3.84146 -3.11704 -6.04474
H 3.87625 -1.02866 -2.92914
H 5.42607 -0.10005 -4.50574
H 6.27934 -1.33655 -3.55198
H 5.75102 -1.69543 -5.22535
H 3.26440 -3.35910 -2.75128
H 4.40297 -3.80308 -4.03883
H 5.01786 -3.19649 -2.47854
H 1.17034 3.37115 -4.15697
H 2.42309 5.18020 -5.34610
H 0.70763 5.14847 -5.79741
H 1.30813 6.37823 -4.65639
H -0.51569 3.90660 -2.43893
H -0.30979 5.64155 -2.73285
H -1.04406 4.59909 -3.97575
H 2.00730 6.64302 -2.51778
H 3.90326 6.86522 -0.89226
H 5.23968 4.85351 -0.26363
H 4.16247 1.35622 -1.02129
H 3.92258 2.31043 1.25841
H 5.40791 1.35595 1.09191
H 5.49022 3.13446 1.06509
H 5.95032 2.14723 -2.54650
H 6.66591 3.09621 -1.22867
H 6.64703 1.31067 -1.14258
H 1.49993 -0.30101 0.86165
H 0.53554 0.60338 2.99966
H -0.38164 4.32159 1.06377
H 0.95883 3.61949 -0.88293
H 0.69604 -1.21719 -0.72194
H 1.37227 -2.16614 -2.25428
C -2.83038 -11.62005 -0.75493
N -2.78322 -11.57759 0.70516
C -2.20311 -12.77363 1.30752
C -2.61027 -10.37743 1.37278
C -2.04971 -10.33676 2.65827
C -1.54506 -9.13697 3.18471
C -1.69009 -7.90339 2.46165
C -0.90586 -6.68707 2.72967
C 0.35049 -6.32399 2.24955
C 0.88851 -5.01315 2.38606
C 0.45362 -4.15479 3.44346
C -0.03690 -4.58045 4.73636
C -0.19781 -3.69306 5.79668
C -0.10458 -2.28622 5.57680
N -0.20164 -1.34616 6.57098
C -0.16319 0.07076 6.24088
C -0.36232 -1.66420 7.98407
C 0.12074 -1.87368 4.23414
C 0.53529 -2.74615 3.25385
Pd -3.53784 -8.10799 3.88673
P -4.98136 -9.68691 4.66849
C -6.25859 -9.03888 5.81189
C -7.63566 -9.12559 5.53567
C -8.56180 -8.67924 6.47741
C -8.13121 -8.09394 7.67229
C -6.76305 -7.95411 7.92177
C -5.82851 -8.39627 6.98798
C -5.92112 -10.46174 3.32168
C -6.83174 -11.50546 3.58299
C -7.54405 -12.07205 2.52268
C -7.30649 -11.65905 1.20727
C -6.39480 -10.63124 0.95085
C -5.77568 -9.97575 2.01347
C -4.07493 -11.05215 5.49320
C -4.05106 -12.36628 4.98053
C -3.22922 -13.32663 5.57981
C -2.44655 -13.00095 6.69118
C -2.52734 -11.71943 7.24348
C -3.30650 -10.73747 6.63014
P -4.46480 -6.00762 3.82279
C -4.08731 -5.06542 2.30284
C -4.80679 -5.32151 1.12217
C -4.34412 -4.81785 -0.09363
C -3.13447 -4.12233 -0.15750
C -2.45565 -3.79623 1.01744
C -2.93714 -4.24308 2.24669
C -6.28211 -6.03857 3.90686
C -6.97479 -5.34463 4.90986
C -8.36148 -5.22249 4.82553
C -9.06983 -5.88367 3.82110
C -8.39052 -6.70228 2.91879
C -7.00041 -6.79118 2.96602
C -3.97006 -4.84058 5.11297
C -4.18179 -3.45532 4.96952
C -3.83814 -2.59410 6.01225
C -3.45948 -3.12367 7.24913
C -3.28923 -4.50189 7.40646
C -3.47552 -5.35861 6.32171
C -2.59843 -7.94086 1.35066
C -3.02027 -9.14551 0.80346
H -3.80425 -11.30598 -1.16092
H -2.03622 -10.98775 -1.19237
H -2.66054 -12.65773 -1.07804
H -2.77573 -13.08347 2.19523
H -2.22462 -13.59115 0.57315
H -1.15676 -12.57829 1.61707
H -1.96668 -11.24289 3.24431
H -0.84675 -9.16370 4.01435
H -1.48470 -5.88385 3.19249
H 0.98989 -7.04723 1.69806
H 1.72187 -4.71551 1.71806
H -0.26790 -5.63620 4.92198
H -0.40506 -4.05745 6.81136
H -0.96355 0.33218 5.54102
H -0.29548 0.64803 7.16001
H 0.79737 0.35239 5.78754
H 0.38478 -2.38244 8.35035
H -0.26993 -0.73887 8.56279
H -1.35505 -2.06926 8.21033
H 0.04281 -0.81406 4.01767
H 0.89304 -2.35089 2.29957
H -7.98312 -9.56562 4.59589
H -9.62429 -8.82002 6.28109
H -8.86234 -7.77981 8.41730
H -6.40748 -7.54005 8.86422
H -4.76019 -8.27244 7.18430
H -6.99150 -11.84468 4.61385
H -8.29299 -12.82988 2.74332
H -7.84789 -12.12258 0.38278
H -6.18797 -10.32045 -0.07380
H -5.15349 -9.08495 1.84779
H -4.71017 -12.65309 4.15739
H -3.24288 -14.34566 5.19626
H -1.81346 -13.75829 7.15418
H -2.00932 -11.48856 8.17109
H -3.34178 -9.72550 7.04057
H -5.71336 -5.92736 1.15222
H -4.93681 -4.98426 -0.99173
H -2.72143 -3.82759 -1.12080
H -1.54589 -3.19949 0.98178
H -2.37191 -4.00950 3.15686
H -6.41996 -4.88256 5.72802
H -8.88076 -4.60220 5.55305
H -10.15104 -5.76767 3.74707
H -8.93790 -7.26155 2.16103
H -6.46807 -7.43686 2.26098
H -4.61381 -3.05256 4.05030
H -3.88403 -1.51425 5.86027
H -3.30539 -2.45821 8.09848
H -3.00455 -4.91531 8.37575
H -3.24791 -6.42685 6.40101
H -2.86951 -6.99095 0.88526
H -3.71242 -9.17163 -0.04540

Force components x, y, z for each atom (eV/Å):
C 0.0192 -0.1116 0.0632
C 0.1240 -0.4053 0.6048
C 0.2803 -0.0012 -0.1435
C -0.5139 0.3038 0.1742
C 0.3238 -0.1416 -0.0449
C -0.0548 0.1127 0.2238
C -0.2996 0.1345 0.0828
C 0.4133 -0.0292 0.4701
C -0.5359 0.2766 0.0332
C -0.0773 0.0572 -0.2138
C -0.0731 -0.2027 -0.0204
C 0.1447 -0.1868 -0.7955
N -0.0736 1.0577 0.5768
N 1.0929 0.3403 1.9923
N -0.4791 -2.2645 -1.6477
C 0.0713 0.7839 -0.1961
C -0.3730 -0.0216 0.2702
C 0.5145 -0.4665 0.2141
C 0.1868 0.1051 0.0538
C -0.1569 0.0711 0.2242
C 0.2753 -0.2224 -0.1765
C 0.1303 0.0711 0.0139
C -0.1420 -0.0030 -0.0858
C -0.0832 -0.4810 -0.1856
C -0.5933 0.0931 -0.1895
C -0.1000 0.1022 0.1403
C 0.1046 0.1342 -0.2354
C 0.6148 2.3054 -0.3050
C -0.8508 0.4947 1.3516
C 0.2459 0.1090 -0.5961
C 0.1029 -0.1131 -0.3939
C -0.0896 0.2054 0.1918
C -0.2132 0.1877 0.4580
F 0.3403 -0.9885 0.0532
F 0.8405 0.8248 -0.0386
F -0.8008 0.0433 -0.7666
C 0.3032 -0.4256 0.1042
C -0.0556 -0.0380 -0.2052
C -1.0927 -2.4445 -0.4350
C 0.6870 1.2338 -0.9571
H -0.0034 0.0583 -0.1370
H 0.1136 -0.1440 -0.1026
H -0.0213 0.1326 0.1600
H -0.1446 -0.0544 -0.1021
H -0.1407 -0.0270 -0.1868
H -0.0167 0.1273 0.2263
H 0.0487 -0.2530 -0.0539
H 0.4835 0.0600 0.2005
H -0.0532 0.1420 0.1496
H -0.4290 0.3879 -0.0690
H 0.1226 -0.1056 0.0652
H 0.0836 -0.2140 -0.0443
H -0.0760 0.0065 -0.1644
H 0.1096 0.1075 0.1862
H 0.2326 -0.0464 -0.0539
H 0.0823 -0.0540 0.1936
H -0.0976 -0.0285 -0.1047
H -0.1857 0.3248 -0.0384
H -0.1804 0.0505 0.0443
H 0.0739 0.0472 0.2335
H 0.0034 -0.1197 -0.1883
H -0.0056 0.0941 -0.0968
H -0.0742 -0.1512 -0.1116
H 0.1824 0.0428 0.0750
H 0.2934 -0.2212 0.1038
H -0.1303 -0.3019 -0.1892
H -0.4392 0.1303 -0.1215
H 0.1747 0.1596 -0.0068
H 0.1648 0.0433 -0.0522
H -0.0311 0.1858 -0.0882
H -0.0808 -0.2096 0.0935
H 0.0886 0.0099 0.1286
H 0.0051 -0.2355 -0.0594
H -0.0585 0.1638 -0.0064
H 0.0714 0.4782 0.1470
H 0.0052 0.0732 -0.3979
H 0.2626 -0.2828 0.0197
H -0.2873 -0.3434 0.4545
H 0.2009 -0.5249 -0.0481
H -0.4515 0.0892 0.2293
C 0.0258 0.3128 -0.0424
N -0.2589 -0.7613 -0.1798
C 0.0293 0.1699 0.1992
C 0.2508 -0.1769 0.4910
C 0.3350 -0.3407 -0.8532
C -0.0156 0.7652 -0.6765
C -0.2811 -1.3345 0.3625
C 0.3759 1.2389 -0.7498
C 0.2121 -1.2845 0.1186
C -0.8809 -0.3384 1.6511
C 0.3694 0.1041 -0.3696
C -0.1108 0.2209 0.5745
C -0.0096 -0.5026 -0.3277
C -0.1199 0.4714 0.7200
N 0.0397 -0.9318 -0.7777
C 0.0645 0.2900 -0.2451
C -0.1147 -0.3643 0.3758
C 0.3836 0.3725 -0.4810
C -0.0403 0.4536 0.5156
Pd 0.3950 0.7185 0.0564
P 0.2969 0.4253 -0.2495
C -0.2304 -0.1218 0.2082
C 0.3289 -0.0735 0.2605
C 0.1653 0.1881 0.0915
C 0.0778 -0.2574 -0.1318
C -0.0065 -0.0685 -0.0992
C -0.3609 -0.2861 -0.1701
C -0.5894 -0.2258 0.0477
C 0.1429 0.1663 -0.5603
C 0.0668 0.1070 0.2337
C 0.1750 0.0969 0.1346
C -0.3251 0.0213 0.1574
C 0.1695 -0.2247 0.3050
C -0.3358 -0.4920 0.1879
C 0.0817 0.2980 0.5179
C -0.0060 0.2276 0.0556
C -0.3040 0.0095 -0.0438
C -0.1593 0.0719 -0.2302
C -0.1206 -0.4142 -0.2079
P 0.2754 -0.2961 -0.0198
C 0.0159 0.2823 -0.1753
C 0.3893 0.3489 0.0433
C 0.0513 -0.0929 0.1369
C -0.0808 0.1265 0.0126
C -0.2284 -0.2210 0.0291
C -0.1557 -0.4413 -0.2436
C -0.2486 0.0975 0.3176
C -0.0770 0.0491 -0.5007
C 0.0599 -0.2208 0.0959
C 0.1138 0.0531 0.0250
C 0.0954 0.0154 0.0317
C -0.0608 0.2055 0.0590
C -0.2843 0.4443 0.4039
C 0.2809 -0.1437 0.4577
C -0.0788 -0.1336 -0.0521
C -0.0083 -0.1786 -0.0908
C 0.0546 0.0845 0.0195
C -0.0979 0.3867 -0.2043
C 0.4011 -0.0688 -0.4520
C 0.3762 0.3844 -0.0157
H 0.2582 0.0025 0.1452
H -0.2780 -0.1322 0.0147
H -0.1268 0.4971 0.0777
H 0.2036 0.0433 -0.1903
H 0.0126 0.2962 0.4217
H -0.2902 -0.2296 -0.0917
H 0.2593 0.0716 -0.0635
H -0.2287 -0.1005 0.1527
H 0.2284 -0.1594 -0.3499
H -0.8219 0.4173 0.2381
H -0.8892 0.1051 0.2951
H 0.5493 0.4233 -0.0040
H -0.0624 0.0312 -0.6611
H 0.0762 0.0626 0.1355
H 0.0209 -0.1020 -0.3438
H -0.1792 -0.0375 0.1183
H -0.0836 0.2075 -0.2277
H 0.1458 -0.3343 -0.1894
H 0.2381 -0.0092 -0.1901
H 0.1857 -0.3553 -0.0378
H -0.2404 -0.1216 0.2233
H 0.1276 0.1739 0.4584
H 0.2215 0.1714 0.0498
H 0.2082 -0.0379 -0.1927
H -0.1661 0.0585 -0.2122
H -0.4076 -0.0082 -0.0591
H 0.0605 0.0766 -0.4679
H 0.1711 0.0579 -0.1695
H 0.1653 0.0556 0.2138
H -0.1779 -0.0017 0.2279
H -0.2041 -0.6789 0.1036
H 0.3820 0.1454 0.2097
H 0.1227 0.2043 0.0542
H -0.1994 0.1969 -0.1006
H 0.0782 -0.0181 -0.2339
H 0.1122 -0.3897 -0.1205
H 0.3188 0.3361 -0.0748
H 0.2547 -0.0480 0.1043
H -0.1881 0.0805 0.2027
H -0.1364 -0.1078 -0.0529
H -0.3458 0.0055 -0.3441
H -0.2573 0.0441 -0.3007
H 0.0141 -0.2024 -0.1001
H 0.2686 -0.0616 0.0497
H 0.0878 0.1049 0.1833
H -0.2620 0.2422 0.3056
H 0.2482 -0.1625 0.2509
H -0.2001 -0.2745 0.1519
H -0.0984 -0.1770 -0.2174
H -0.0066 0.1611 -0.2454
H -0.2545 0.3149 -0.0486
H 0.0397 -0.3632 0.0206
H 0.4835 0.2153 0.1826

The charge is +1. The value obtained for the frontier orbital gap is 3.471 eV. The LUMO energy is -4.304 eV. The highest occupied orbital energy comes out at -7.775 eV.

***

Computed values of max |F| (unit: eV/A) for the preceding records, in sequence: 3.839 2.841.
Computed values of DFT total energy (unit: Ha) for the preceding records, in sequence: -1030.2252 -4830.8822.
Computed values of M (unit: g mol⁻¹) for the preceding records, in sequence: 263.1 1458.1.